# 1
Here is 13 unconnected molecules or ions with the total composition C34H99N13O18 from the OMol25 dataset. Energies are from wB97M-V/def2-TZVPD.

```
164
Properties=species:S:1:pos:R:3:lowdin_charge:R:1
C 5.26 -2.13 -2.21 -0.64
O 4.25 -1.51 -2.53 -0.02
N 6.41 -2.10 -2.98 0.15
N 5.38 -2.86 -1.05 0.19
H 7.16 -2.73 -2.77 0.09
H 6.36 -1.74 -3.91 0.10
H 6.21 -3.41 -0.93 0.10
H 4.61 -2.99 -0.41 0.07
C -0.97 0.22 5.74 -0.63
O 0.04 -0.44 5.50 0.02
N -1.21 0.83 6.94 0.15
N -1.96 0.38 4.80 0.18
H -0.47 0.88 7.61 0.10
H -1.99 1.46 7.01 0.09
H -2.74 0.97 5.04 0.09
H -1.79 0.11 3.83 0.06
C 0.62 1.29 -3.24 -0.69
O 0.94 2.46 -3.34 0.01
N 1.53 0.27 -3.14 0.19
N -0.69 0.88 -3.17 0.16
H 1.19 -0.69 -3.10 0.05
H 2.52 0.42 -3.13 0.10
H -0.92 -0.10 -3.16 0.07
H -1.41 1.57 -3.10 0.10
C 3.31 -2.04 -7.58 -0.68
O 3.33 -3.22 -7.86 0.03
N 2.15 -1.37 -7.25 0.15
N 4.42 -1.23 -7.72 0.14
H 1.39 -2.01 -7.08 0.10
H 2.20 -0.42 -6.96 0.09
H 4.38 -0.27 -7.46 0.09
H 5.29 -1.70 -7.90 0.10
C 4.29 7.35 0.88 -0.11
O 3.16 6.82 0.21 -0.19
C 2.09 7.73 0.13 -0.24
C 0.93 7.09 -0.60 -0.20
N 0.06 6.40 0.38 -0.06
C -0.88 5.43 -0.23 -0.19
C -0.22 4.13 -0.62 -0.23
O 0.56 3.60 0.44 -0.20
C 1.42 2.59 -0.04 -0.11
H 5.18 7.14 0.28 0.08
H 4.40 6.92 1.87 0.08
H 4.19 8.44 0.98 0.08
H 2.46 8.62 -0.40 0.12
H 1.76 8.05 1.13 0.13
H 1.34 6.38 -1.32 0.12
H 0.31 7.85 -1.08 0.12
H 0.67 5.90 1.02 0.10
H -1.39 5.92 -1.06 0.12
H -1.58 5.26 0.59 0.09
H 0.34 4.18 -1.56 0.11
H -0.99 3.36 -0.80 0.11
H 0.85 1.90 -0.68 0.06
H 1.82 2.04 0.81 0.09
H 2.27 3.00 -0.59 0.10
C -5.32 -5.54 -2.60 -0.09
O -4.03 -6.13 -2.61 -0.17
C -3.03 -5.18 -2.72 -0.27
C -1.65 -5.84 -2.67 -0.19
N -1.40 -6.36 -1.34 -0.05
C -0.04 -6.84 -1.16 -0.20
C 0.15 -7.22 0.30 -0.24
O 0.09 -6.06 1.09 -0.23
C 0.33 -6.41 2.44 -0.10
H -6.04 -6.35 -2.47 0.09
H -5.49 -5.03 -3.55 0.09
H -5.40 -4.85 -1.75 0.09
H -3.05 -4.43 -1.91 0.11
H -3.08 -4.56 -3.63 0.11
H -0.92 -5.05 -2.95 0.11
H -1.69 -6.68 -3.37 0.12
H -1.69 -5.74 -0.59 0.07
H 0.69 -6.04 -1.36 0.10
H 0.16 -7.71 -1.79 0.12
H 1.15 -7.69 0.39 0.13
H -0.52 -8.03 0.63 0.13
H 1.36 -6.77 2.57 0.08
H -0.34 -7.23 2.71 0.09
H 0.10 -5.57 3.10 0.09
C -1.31 1.06 1.56 -0.09
O -1.37 -0.26 2.07 -0.26
C -2.59 -0.92 1.71 -0.18
C -2.70 -1.14 0.22 -0.20
N -1.66 -1.98 -0.38 -0.04
C -0.31 -1.45 -0.46 -0.17
C 0.69 -2.36 -1.13 -0.22
O 0.55 -2.35 -2.53 -0.23
C 1.68 -2.93 -3.16 -0.09
H -1.08 1.14 0.49 0.07
H -0.39 1.50 1.96 0.10
H -2.15 1.70 1.82 0.06
H -3.47 -0.36 2.07 0.13
H -2.58 -1.86 2.26 0.12
H -2.82 -0.13 -0.23 0.12
H -3.63 -1.66 -0.04 0.12
H -1.97 -2.26 -1.31 0.07
H 0.12 -1.27 0.53 0.11
H -0.31 -0.46 -0.94 0.10
H 0.54 -3.38 -0.74 0.12
H 1.69 -2.02 -0.81 0.11
H 1.60 -4.00 -2.93 0.08
H 2.64 -2.59 -2.78 0.05
H 1.65 -2.77 -4.24 0.09
C -3.20 4.85 4.67 -0.12
O -4.09 4.18 3.83 -0.19
C -3.52 3.64 2.66 -0.23
C -4.31 4.08 1.44 -0.21
N -4.37 5.52 1.35 -0.04
C -5.44 6.16 2.12 -0.21
C -5.90 7.44 1.41 -0.20
O -6.10 7.24 0.01 -0.20
C -7.39 6.80 -0.31 -0.12
H -3.00 5.87 4.33 0.09
H -2.27 4.30 4.85 0.09
H -3.68 4.96 5.65 0.09
H -3.45 2.55 2.77 0.09
H -2.51 4.05 2.50 0.12
H -5.33 3.64 1.44 0.12
H -3.85 3.70 0.52 0.12
H -4.57 5.81 0.39 0.10
H -5.10 6.50 3.11 0.11
H -6.26 5.44 2.25 0.11
H -5.08 8.15 1.44 0.13
H -6.77 7.81 1.96 0.12
H -7.59 5.82 0.15 0.09
H -7.44 6.68 -1.39 0.09
H -8.20 7.49 -0.04 0.09
C 3.05 -4.93 0.80 -0.08
O 3.70 -3.73 1.15 -0.21
C 2.84 -2.79 1.76 -0.22
C 3.64 -1.78 2.54 -0.20
N 4.31 -0.84 1.66 -0.03
C 5.12 0.11 2.43 -0.22
C 5.92 0.95 1.47 -0.23
O 6.79 0.15 0.69 -0.19
C 6.76 0.49 -0.68 -0.12
H 3.75 -5.59 0.31 0.10
H 2.21 -4.69 0.14 0.07
H 2.60 -5.39 1.68 0.07
H 2.10 -3.26 2.42 0.12
H 2.20 -2.30 1.01 0.10
H 4.27 -2.40 3.21 0.13
H 2.99 -1.23 3.23 0.13
H 5.00 -1.35 1.10 0.09
H 5.79 -0.35 3.17 0.12
H 4.47 0.82 2.94 0.12
H 6.53 1.71 1.98 0.12
H 5.22 1.53 0.86 0.12
H 7.38 -0.22 -1.23 0.07
H 7.09 1.51 -0.90 0.09
H 5.76 0.33 -1.11 0.08
O -0.25 -2.46 3.53 -0.07
H -0.46 -1.86 2.80 -0.01
H -0.12 -1.86 4.29 0.00
O -5.10 -3.75 1.40 -0.08
H -5.26 -4.45 2.03 0.03
H -4.15 -3.81 1.21 -0.02
O -2.97 -1.89 -3.03 -0.04
H -3.58 -1.15 -2.99 0.06
H -3.17 -2.34 -3.85 0.05
O -2.36 -4.45 0.90 -0.08
H -1.58 -4.80 1.37 0.04
H -2.10 -3.53 0.63 0.02
```

The calculation puts the strongest force on any atom at 1.91 eV Å⁻¹. The LUMO energy is 0.07 eV.

# 2
Here is a molecular structure, C32H41N7OPRuSSi from the OMol25 dataset. Energies are from wB97M-V/def2-TZVPD.

```
85
Properties=species:S:1:pos:R:3:nbo_charge:R:1
Ru -0.43 -1.46 1.01 0.63
C 0.00 3.50 2.68 -0.41
N 0.16 2.10 3.04 -0.35
C 0.29 1.59 4.32 -0.08
C 0.30 0.23 4.20 -0.05
N 0.20 -0.10 2.86 -0.52
C 0.14 1.03 2.23 0.63
P 2.64 1.27 0.59 0.62
C 0.46 1.63 -1.47 0.28
N -0.77 0.86 -1.59 -0.46
C -1.82 1.69 -1.99 -0.10
C -1.36 2.93 -2.14 -0.07
N 0.01 2.94 -1.89 -0.45
C 0.73 4.18 -1.81 -0.39
C 2.64 -0.50 0.36 0.02
N 1.66 -1.41 0.26 -0.51
C 2.26 -2.57 -0.13 -0.05
C 3.61 -2.38 -0.25 -0.05
N 3.83 -1.08 0.06 -0.31
C 5.13 -0.43 0.02 -0.41
H -0.37 4.04 3.55 0.24
H 0.95 3.94 2.37 0.21
H -0.73 3.58 1.88 0.23
H 0.34 2.23 5.17 0.23
H 0.36 -0.51 4.97 0.23
H -2.81 1.30 -2.10 0.24
H -1.88 3.83 -2.41 0.23
H -0.01 4.99 -1.82 0.22
H 1.29 4.29 -0.88 0.17
H 1.41 4.34 -2.64 0.20
H 1.71 -3.47 -0.33 0.24
H 4.40 -3.04 -0.54 0.24
H 5.86 -1.16 -0.30 0.23
H 5.11 0.40 -0.69 0.23
H 5.39 -0.05 1.01 0.23
C -2.53 -4.23 0.09 -1.13
Si -3.11 -3.24 1.57 1.81
C -4.95 -3.60 1.49 -1.13
C -2.65 -3.69 3.32 -1.14
N -2.48 -1.54 1.33 -0.85
C -3.33 -0.44 1.36 0.20
C -2.97 0.78 0.79 -0.31
C -3.80 1.89 0.82 -0.15
C -5.03 1.82 1.44 -0.23
C -5.43 0.62 2.00 -0.20
C -4.61 -0.49 1.95 -0.24
H -2.47 -5.29 0.33 0.25
H -1.57 -3.93 -0.34 0.23
H -3.30 -4.11 -0.67 0.24
H -4.99 -4.69 1.47 0.25
H -5.45 -3.26 0.58 0.24
H -5.53 -3.28 2.35 0.23
H -2.59 -4.77 3.47 0.25
H -3.47 -3.32 3.95 0.24
H -1.73 -3.24 3.67 0.24
H -2.05 0.85 0.23 0.24
H -3.48 2.80 0.33 0.20
H -5.68 2.69 1.48 0.22
H -6.39 0.53 2.48 0.22
H -4.96 -1.39 2.41 0.22
C 4.62 -1.08 -4.64 -0.63
C 3.57 -0.36 -3.84 0.03
C 3.83 0.87 -3.24 -0.24
C 2.90 1.60 -2.49 0.00
C 3.42 2.92 -1.97 -0.64
C 1.61 1.06 -2.31 -0.14
C 0.93 1.72 0.08 -0.25
O -0.05 1.02 0.88 -0.54
C 1.43 -0.15 -2.94 0.18
C -0.95 -0.56 -1.82 -0.39
C 2.29 -0.89 -3.67 -0.33
H 5.57 -0.55 -4.62 0.22
H 4.31 -1.18 -5.68 0.24
H 4.78 -2.08 -4.25 0.22
H 4.82 1.30 -3.37 0.21
H 3.44 3.66 -2.78 0.23
H 4.44 2.80 -1.61 0.23
H 2.84 3.35 -1.15 0.21
H 0.84 2.79 0.32 0.21
H -1.99 -0.79 -1.57 0.23
H -0.31 -1.17 -1.18 0.19
H -0.77 -0.88 -2.86 0.22
H 2.01 -1.84 -4.11 0.23
S 0.41 -4.57 1.87 0.17
C -0.13 -3.18 1.45 -0.11
```

The expectation value of S² is 6.052. The calculation puts the strongest force on any atom at 1.03 eV Å⁻¹. The LUMO energy (alpha / beta) is -1.96 / -4.49 eV. Its net charge is +1. The multiplicity is 5.

# 3
Here is C4H4O2 in the gas phase from the OMol25 dataset. Energies are from wB97M-V/def2-TZVPD.

```
10
Properties=species:S:1:pos:R:3:nbo_charge:R:1
O -1.97 -0.76 -0.12 -0.70
C -1.37 0.46 -0.42 -0.27
C 0.03 0.52 -0.84 0.34
O 0.58 -0.73 -0.62 -0.53
C 1.62 -0.37 0.11 0.28
C 2.44 -0.06 0.93 -0.31
H -1.26 -1.40 0.04 0.48
H -1.32 1.14 0.47 0.24
H -1.94 1.01 -1.17 0.23
H 3.19 0.21 1.63 0.25
```

The calculation puts the strongest force on any atom at 1.12 eV Å⁻¹. The LUMO energy is -0.22 eV.

# 4
Here is 3 unconnected molecules or ions with the total composition C10H13Cl4NO2 from the OMol25 dataset. Energies are from wB97M-V/def2-TZVPD.

```
30
Properties=species:S:1:pos:R:3:nbo_charge:R:1
Cl 2.43 21.75 -16.47 -0.11
C 2.18 21.31 -18.26 -0.33
C 0.88 21.87 -18.96 -0.43
Cl 0.75 21.41 -20.64 -0.06
H 2.14 20.23 -18.20 0.21
H 3.10 21.68 -18.70 0.21
H 0.69 22.94 -18.85 0.28
H 0.06 21.38 -18.44 0.22
Cl 1.50 23.92 -14.05 -0.03
C 3.18 24.00 -13.46 -0.40
C 4.12 24.17 -14.60 -0.37
Cl 5.70 24.75 -13.96 -0.10
H 3.30 23.11 -12.84 0.22
H 3.27 24.87 -12.82 0.21
H 3.86 24.88 -15.38 0.25
H 4.35 23.18 -15.01 0.23
C -3.63 23.00 -16.03 -0.30
C -3.99 24.04 -16.84 -0.22
C -3.03 24.93 -17.30 -0.26
C -1.70 24.72 -17.03 0.01
C -1.32 23.69 -16.18 -0.21
C -2.28 22.83 -15.65 -0.24
N -0.66 25.49 -17.70 0.40
O -1.00 26.55 -18.24 -0.59
O 0.51 25.14 -17.74 -0.60
H -4.34 22.24 -15.73 0.19
H -5.02 24.18 -17.15 0.19
H -3.34 25.81 -17.85 0.23
H -0.27 23.53 -15.94 0.22
H -2.07 22.05 -14.94 0.20
```

The expectation value of S² is 0.766. The calculation puts the strongest force on any atom at 4.31 eV Å⁻¹. The LUMO energy (alpha / beta) is 2.65 / 2.65 eV. Its net charge is -1. The multiplicity is 2.